Version w
# C3H6O2

A single C3H6O2 molecule (ωB97M-V with the def2-TZVPD basis set, the OMol25 dataset).

Output
Total charge: 0
Gap between HOMO and LUMO (alpha / beta): 8.25 / 7.69 eV

Each atom is followed by the atoms it is bonded to, with distances in Å.
Atoms and positions in Å:
1 C 0.012 -0.347 0.140  C2 1.605, C3 1.559, H6 1.117, H7 1.035
2 C -1.361 0.386 0.535  C1 1.605, O4 1.356, H8 1.030
3 C 1.168 0.526 -0.434  C1 1.559, O5 1.379, H9 1.110
4 O -2.306 0.570 -0.419  C2 1.356, H10 0.960
5 O 2.413 0.504 0.158  C3 1.379, H11 1.014
6 H 0.595 -0.805 0.976  C1 1.117
7 H -0.039 -0.973 -0.683  C1 1.035
8 H -1.230 1.147 1.216  C2 1.030
9 H 1.069 1.383 -1.133  C3 1.110
10 H -2.335 -0.258 -0.905  O4 0.960
11 H 2.602 -0.124 0.931  O5 1.014

***

Version x
# C3H6O2

A single C3H6O2 molecule (ωB97M-V with the def2-TZVPD basis set, the OMol25 dataset).

Output
Total charge: 0
Gap between HOMO and LUMO: 10.35 eV

Each atom is followed by the atoms it is bonded to, with distances in Å.
Atoms and positions in Å:
1 C 1.241 -0.944 -1.000  O2 1.428, H6 1.096, H7 1.100, H8 1.099
2 O -0.026 -0.325 -0.777  C1 1.428, C3 1.395
3 C -0.185 0.503 0.334  O2 1.395, C4 1.471, H9 1.215, H10 1.098
4 C -1.563 0.673 0.823  C3 1.471, O5 1.208, H11 1.114
5 O -1.828 0.860 1.987  C4 1.208
6 H 1.851 -0.350 -1.691  C1 1.096
7 H 1.808 -1.113 -0.072  C1 1.100
8 H 1.057 -1.925 -1.459  C1 1.099
9 H -0.406 1.690 0.198  C3 1.215
10 H 0.568 0.310 1.109  C3 1.098
11 H -2.255 0.840 -0.034  C4 1.114

***

Version y
# C3H6O2

A single C3H6O2 molecule (ωB97M-V with the def2-TZVPD basis set, the OMol25 dataset).

Output
Total charge: 0
Gap between HOMO and LUMO: 10.92 eV

Each atom is followed by the atoms it is bonded to, with distances in Å.
Atoms and positions in Å:
1 C -1.547 -0.020 -0.155  C2 1.506, H6 1.096, H7 1.092, H8 1.095
2 C -0.165 0.063 0.439  C1 1.506, O3 1.214, C4 1.529
3 O -0.013 0.410 1.592  C2 1.214
4 C 1.087 -0.266 -0.374  C2 1.529, O5 1.401, H9 1.096, H10 1.107
5 O 2.141 0.569 0.018  C4 1.401, H11 0.971
6 H -2.075 -0.882 0.268  C1 1.096
7 H -1.528 -0.081 -1.245  C1 1.092
8 H -2.083 0.877 0.170  C1 1.095
9 H 0.927 -0.150 -1.451  C4 1.096
10 H 1.323 -1.330 -0.181  C4 1.107
11 H 1.939 0.839 0.928  O5 0.971

***

Quick one: most stable of them? version y